{"formula": "C4H5Cl", "method": "ωB97M-V/def2-TZVPD", "elements": ["C", "C", "C", "C", "H", "H", "H", "H", "H", "Cl"], "positions_angstrom": [[1.544040, -0.352676, 0.119089], [0.678556, 0.636168, 0.155092], [-0.857752, 0.546781, -0.084914], [-1.621526, -0.611201, -0.079117], [1.331904, -1.387095, 0.144775], [1.015877, 1.656507, 0.262131], [-1.337470, 1.473865, -0.292070], [-2.653123, -0.309978, -0.350813], [-1.327345, -1.597130, 0.228023], [3.226835, -0.055238, -0.102197]], "forces_ev_per_a": [[0.3, 0.5, -0.2], [-2.8, 0.6, -0.3], [1.5, -3.8, 1.0], [0.3, 4.3, -0.3], [-0.4, -0.8, -0.2], [0.3, 0.1, -0.3], [-0.2, 0.5, -0.2], [0.4, -1.2, 0.3], [0.1, -0.2, -0.2], [0.4, 0.1, 0.4]], "relative_energy_kcal_mol": 10.36, "homo_ev": -8.911, "largest_force_ev_per_a": 4.28, "smiles": "C=C/C=C/Cl", "energy_ha": -615.539187, "homo_lumo_gap_ev": 9.4}